(1)
DFT (ωB97M-V/def2-TZVPD) results for a cluster of 2 separate species, C5H10N2O2S in total at a distorted geometry.

Each line ends with the Mulliken charge.
Cartesian coordinates (Å):
S (-3.786, -0.570, 0.102)  -0.086
O (0.071, 1.796, 1.015)  -0.518
O (1.610, 0.620, -1.036)  -0.596
N (-2.109, -1.018, -0.153)  -0.398
N (-1.356, 0.007, -0.651)  -0.088
C (1.456, -0.022, 0.216)  0.373
C (0.185, 0.458, 0.850)  -0.311
C (-2.103, 1.122, -0.807)  -0.342
C (1.538, -1.541, 0.129)  -1.325
C (-3.412, 1.024, -0.496)  -0.311
H (2.535, -1.841, -0.188)  0.354
H (0.847, 0.361, -1.572)  0.423
H (1.331, -1.977, 1.103)  0.353
H (-4.190, 1.747, -0.624)  0.382
H (0.808, -1.913, -0.586)  0.274
H (-1.628, 2.004, -1.198)  0.342
H (0.622, 2.224, 0.340)  0.390
H (-2.024, -1.862, -0.712)  0.258
H (-0.250, -0.100, 1.668)  0.482
H (2.301, 0.350, 0.821)  0.346

The calculation puts the lowest unoccupied orbital energy (spin up / spin down) at 0.028 / 0.016 hartree. As for the energy above the lowest of the compared OMol25 structures with the same formula, charge and spin: 290.0 kJ/mol. The energy is -23253.665 eV. As for the frontier orbital gap (spin up / spin down): 7.183 / 6.685 eV. The value obtained for the highest occupied orbital energy (spin up / spin down) is -0.2364 / -0.2297 hartree.

=====

(2)
DFT (ωB97M-V/def2-TZVPD) results for a structure of composition C5H10N2O2S at a distorted geometry.

Each line ends with the Mulliken charge.
Cartesian coordinates (Å):
S (-2.176, -0.214, 0.133)  0.901
O (-2.855, 0.372, -1.418)  -0.654
O (0.273, -2.725, 0.463)  -0.558
N (-3.187, 0.214, 1.330)  -0.503
N (-1.758, -1.694, 0.146)  -0.597
C (-0.386, -1.790, 0.068)  0.299
C (0.322, -0.431, -0.326)  1.716
C (1.689, -0.417, 0.374)  -2.225
C (0.421, -0.271, -1.848)  -1.540
C (-0.576, 0.607, 0.245)  -0.828
H (-3.814, 0.953, 0.941)  0.306
H (1.430, -0.503, 1.420)  0.456
H (-0.502, 1.593, -0.224)  0.437
H (2.198, 0.442, 0.283)  0.577
H (0.414, 0.818, -2.212)  0.261
H (2.271, -1.172, -0.026)  0.446
H (-3.658, -0.576, 1.843)  0.315
H (-0.282, -0.835, -2.342)  0.431
H (1.350, -0.557, -2.390)  0.400
H (-0.297, 0.780, 1.353)  0.362

The calculation puts the lowest unoccupied orbital energy at 0.005 hartree. As for the energy above the lowest of the compared OMol25 structures with the same formula, charge and spin: 285.6 kJ/mol. The energy is -23253.710 eV. As for the frontier orbital gap: 9.990 eV. The value obtained for the highest occupied orbital energy is -0.3620 hartree.

=====

(3)
DFT (ωB97M-V/def2-TZVPD) results for the molecule C5H10N2O3 at a distorted geometry.

Each line ends with the Mulliken charge.
Cartesian coordinates (Å):
O (-1.183, 0.913, -1.201)  -0.667
O (2.228, -1.786, -0.089)  -0.454
O (3.548, -0.019, -0.614)  -0.559
N (-3.578, -0.297, -0.004)  -0.603
N (0.051, -0.285, 0.220)  -0.263
C (2.472, -0.460, -0.266)  0.280
C (-1.138, -0.021, -0.390)  0.606
C (1.468, 1.690, 0.553)  -1.458
C (1.249, 0.396, -0.212)  0.572
C (-2.313, -0.961, -0.103)  -0.615
H (0.999, 0.678, -1.210)  0.275
H (0.573, 2.282, 0.443)  0.395
H (1.606, 1.523, 1.604)  0.370
H (0.046, -0.977, 0.973)  0.249
H (-2.059, -1.521, 0.800)  0.289
H (3.106, -2.232, -0.164)  0.370
H (2.348, 2.208, 0.176)  0.351
H (-3.654, 0.090, 0.968)  0.293
H (-3.521, 0.518, -0.600)  0.308
H (-2.250, -1.740, -0.885)  0.260

The calculation puts the lowest unoccupied orbital energy at 0.017 hartree. As for the energy above the lowest of the compared OMol25 structures with the same formula, charge and spin: 54.3 kJ/mol. The energy is -14470.589 eV. As for the frontier orbital gap: 10.107 eV. The value obtained for the highest occupied orbital energy is -0.3544 hartree.

=====

(4)
DFT (ωB97M-V/def2-TZVPD) results for the molecule C5H10N2O3 at a distorted geometry.

Each line ends with the Mulliken charge.
Cartesian coordinates (Å):
O (2.827, -0.410, -2.610)  -0.479
O (0.866, 0.435, -3.603)  -0.509
O (-1.765, 1.475, 0.428)  -0.654
N (0.458, -0.572, 1.706)  -0.573
N (-0.182, 0.675, -0.922)  -0.135
C (1.218, 0.670, -1.166)  -0.387
C (-2.051, -0.570, 2.103)  -1.214
C (-0.905, 0.627, 0.224)  0.059
C (1.529, 0.258, -2.616)  0.488
C (-0.925, -0.629, 1.145)  0.515
H (-2.141, 0.364, 2.588)  0.290
H (1.593, 1.698, -1.222)  0.281
H (2.004, 0.226, -0.478)  0.391
H (-3.030, -0.690, 1.627)  0.323
H (-0.966, -1.454, 0.440)  0.264
H (2.603, -0.983, -3.446)  0.354
H (0.613, -1.360, 2.324)  0.226
H (0.814, 0.386, 2.087)  0.221
H (-0.714, 1.273, -1.478)  0.249
H (-1.845, -1.420, 2.867)  0.288

The calculation puts the lowest unoccupied orbital energy at 0.020 hartree. As for the energy above the lowest of the compared OMol25 structures with the same formula, charge and spin: 222.8 kJ/mol. The energy is -14468.842 eV. As for the frontier orbital gap: 10.164 eV. The value obtained for the highest occupied orbital energy is -0.3533 hartree.

=====

(5)
DFT (ωB97M-V/def2-TZVPD) results for a cluster of 2 separate species, C5H10N2O7 in total at a distorted geometry.

Each line ends with the Mulliken charge.
Cartesian coordinates (Å):
O (-1.302, -0.527, -2.254)  -0.552
O (-2.983, 0.633, 1.292)  -0.444
O (-1.131, 1.597, -2.649)  -0.703
O (0.364, 0.519, 1.301)  -0.161
O (-2.301, 2.277, -0.495)  -0.474
O (-0.781, 0.336, 3.217)  -0.469
O (-2.036, -1.056, 0.240)  -0.657
N (-2.258, 0.114, 0.171)  0.797
N (-1.496, 0.635, -1.964)  1.037
C (2.411, -1.276, -1.291)  -1.362
C (-2.029, 1.015, -0.740)  0.186
C (1.399, -1.254, -0.131)  0.032
C (1.571, 0.082, 0.559)  -0.632
C (0.212, 0.292, 2.547)  0.083
H (1.645, 0.867, -0.202)  0.276
H (3.394, -1.489, -0.765)  0.341
H (-2.160, 2.783, -1.359)  0.390
H (2.147, -1.994, -2.002)  0.380
H (0.396, -1.277, -0.436)  0.189
H (2.687, -0.374, -1.806)  0.393
H (1.707, -2.163, 0.453)  0.243
H (2.413, 0.136, 1.306)  0.408
H (1.154, 0.210, 3.068)  0.313
H (-3.023, -0.086, 1.941)  0.388

The calculation puts the lowest unoccupied orbital energy at -0.039 hartree. As for the energy above the lowest of the compared OMol25 structures with the same formula, charge and spin: 0.0 kJ/mol. The energy is -22652.006 eV. As for the frontier orbital gap: 8.275 eV. The value obtained for the highest occupied orbital energy is -0.3433 hartree.

=====

(6)
DFT (ωB97M-V/def2-TZVPD) results for the molecule C5H10N2S at a distorted geometry.

Each line ends with the Mulliken charge.
Cartesian coordinates (Å):
S (-0.082, 0.387, 2.346)  -0.186
N (0.425, 0.562, -0.324)  0.276
N (-0.721, 0.775, -0.984)  -0.511
C (0.663, 1.325, 0.874)  -0.425
C (0.793, -0.857, 0.076)  0.068
C (-1.390, 1.847, -0.948)  -0.260
C (0.057, -1.179, 1.368)  -0.643
C (0.172, -1.655, -1.093)  -1.718
H (1.792, -1.061, 0.114)  0.447
H (0.668, -2.565, -1.187)  0.453
H (-0.848, -1.679, -1.179)  0.474
H (-1.043, 2.809, -0.481)  0.168
H (-2.163, 1.991, -1.663)  0.276
H (0.539, -1.908, 1.993)  0.454
H (1.680, 1.678, 1.165)  0.302
H (-1.011, -1.630, 1.158)  0.284
H (0.027, 2.292, 0.770)  0.122
H (0.444, -1.133, -2.006)  0.419

The calculation puts the lowest unoccupied orbital energy at 0.035 hartree. As for the energy above the lowest of the compared OMol25 structures with the same formula, charge and spin: 294.0 kJ/mol. The energy is -19159.859 eV. As for the frontier orbital gap: 9.531 eV. The value obtained for the highest occupied orbital energy is -0.3154 hartree.

=====

(7)
DFT (ωB97M-V/def2-TZVPD) results for a structure of composition C5H10N2S at a distorted geometry.

Each line ends with the Mulliken charge.
Cartesian coordinates (Å):
S (2.676, -0.635, 0.381)  -0.395
N (1.023, 1.488, -0.625)  -1.085
N (0.246, 0.417, -0.415)  0.412
C (-1.267, 0.582, -0.306)  0.299
C (-1.765, 1.173, 1.094)  -1.072
C (-1.852, -0.718, -0.652)  -0.277
C (-2.855, -1.297, 0.012)  -0.559
C (1.005, -0.572, -0.001)  -0.016
H (2.357, 0.923, -0.358)  0.305
H (-2.994, 0.992, 1.491)  0.232
H (-3.167, -0.809, 0.940)  0.199
H (-3.067, -2.364, -0.416)  0.232
H (-1.193, 0.335, 1.727)  0.347
H (0.339, -1.312, 0.275)  0.368
H (-1.655, 2.364, 1.312)  0.274
H (-1.575, -1.223, -1.665)  0.274
H (-1.217, 1.342, -1.085)  0.230
H (0.874, 1.573, -1.923)  0.234

The calculation puts the lowest unoccupied orbital energy at 0.020 hartree. As for the energy above the lowest of the compared OMol25 structures with the same formula, charge and spin: 686.6 kJ/mol. The energy is -19155.789 eV. As for the frontier orbital gap: 8.836 eV. The value obtained for the highest occupied orbital energy is -0.3049 hartree.

=====

(8)
DFT (ωB97M-V/def2-TZVPD) results for the molecule C5H10N2S at a distorted geometry.

Each line ends with the Mulliken charge.
Cartesian coordinates (Å):
S (-1.885, 0.415, -1.480)  -0.182
N (-0.182, -0.820, 0.357)  0.156
N (0.199, -0.088, 1.624)  -0.461
C (2.005, 0.063, -0.384)  -1.447
C (-0.819, 0.241, 2.385)  -0.252
C (-1.521, -0.827, -0.057)  -0.383
C (0.606, -0.282, -0.778)  0.236
C (-0.162, 0.910, -1.454)  -0.740
H (2.682, 0.096, -1.365)  0.341
H (-1.856, 0.198, 2.056)  0.251
H (-2.178, -0.477, 0.774)  0.093
H (0.251, 1.130, -2.411)  0.450
H (0.734, -1.186, -1.528)  0.156
H (-1.821, -1.813, -0.474)  0.336
H (2.429, -0.788, -0.027)  0.484
H (2.177, 0.964, 0.253)  0.324
H (-0.167, 1.784, -0.857)  0.345
H (-0.494, 0.481, 3.367)  0.293

The calculation puts the lowest unoccupied orbital energy at 0.033 hartree. As for the energy above the lowest of the compared OMol25 structures with the same formula, charge and spin: 301.7 kJ/mol. The energy is -19159.779 eV. As for the frontier orbital gap: 9.441 eV. The value obtained for the highest occupied orbital energy is -0.3136 hartree.

=====

(9)
DFT (ωB97M-V/def2-TZVPD) results for the molecule C5H10N2S at a distorted geometry.

Each line ends with the Mulliken charge.
Cartesian coordinates (Å):
S (-3.383, 0.522, 0.045)  -0.348
N (-0.762, 0.821, -0.089)  0.090
N (1.749, -0.364, -1.530)  -0.762
C (-0.314, -0.534, -0.160)  -0.271
C (-0.566, -1.486, 1.008)  -1.233
C (1.143, -0.049, -0.200)  0.381
C (-1.961, 1.311, 0.242)  -0.144
C (0.596, 1.369, -0.071)  -0.876
H (0.808, 2.000, -0.949)  0.340
H (1.704, -0.272, 0.720)  0.301
H (-1.951, 2.340, 0.525)  0.346
H (2.676, 0.084, -1.558)  0.255
H (0.861, 1.877, 0.832)  0.295
H (-0.663, -0.973, -1.087)  0.334
H (-0.016, -2.419, 0.829)  0.373
H (-0.189, -1.088, 1.927)  0.352
H (-1.682, -1.751, 1.043)  0.292
H (1.949, -1.389, -1.527)  0.275

The calculation puts the lowest unoccupied orbital energy at 0.027 hartree. As for the energy above the lowest of the compared OMol25 structures with the same formula, charge and spin: 137.3 kJ/mol. The energy is -19161.482 eV. As for the frontier orbital gap: 8.920 eV. The value obtained for the highest occupied orbital energy is -0.3006 hartree.

=====

(10)
DFT (ωB97M-V/def2-TZVPD) results for a cluster of 2 separate species, C5H10N2S in total at a distorted geometry.

Each line ends with the Mulliken charge.
Cartesian coordinates (Å):
S (1.865, 0.778, 0.900)  -0.207
N (-1.742, -0.975, -2.222)  -0.730
N (0.046, 0.531, -1.797)  -0.414
C (-1.013, -0.160, -1.478)  0.477
C (-0.413, -0.448, 0.789)  0.554
C (-0.416, -1.699, 0.789)  -1.034
C (0.355, 0.375, 1.960)  -0.669
C (-1.295, 0.330, -0.141)  -0.934
H (0.466, -0.359, 2.745)  0.451
H (0.802, 0.287, -2.556)  0.217
H (2.714, 1.358, 2.448)  0.134
H (-0.232, 1.391, 2.302)  0.285
H (0.348, 1.461, -1.186)  0.269
H (-1.281, -1.174, -3.062)  0.221
H (-1.124, 1.425, -0.091)  0.349
H (0.326, -2.289, 1.324)  0.285
H (-0.890, -2.141, 0.004)  0.485
H (-2.407, 0.315, 0.295)  0.261

The calculation puts the lowest unoccupied orbital energy at -0.019 hartree. As for the energy above the lowest of the compared OMol25 structures with the same formula, charge and spin: 500.0 kJ/mol. The energy is -19157.724 eV. As for the frontier orbital gap: 8.471 eV. The value obtained for the highest occupied orbital energy is -0.3301 hartree.

=====

(11)
DFT (ωB97M-V/def2-TZVPD) results for the ion C5H10N3 with charge +1 at a distorted geometry.

Each line ends with the Mulliken charge.
Cartesian coordinates (Å):
N (0.635, 0.482, 0.693)  -0.073
N (1.308, -0.785, -1.788)  -0.184
N (-1.036, 1.958, 1.124)  -0.463
C (-0.602, -1.419, -0.310)  -0.284
C (-1.562, 0.787, 0.539)  -0.700
C (0.318, 1.742, 1.163)  -0.285
C (0.762, -1.770, -0.851)  -0.705
C (-0.553, -0.141, 0.290)  0.272
H (0.900, 2.455, 1.587)  0.486
H (-2.578, 0.772, 0.104)  0.353
H (1.315, -0.993, -2.799)  0.366
H (1.515, -1.890, 0.040)  0.292
H (1.258, -0.196, 1.138)  0.261
H (-0.924, -2.315, 0.430)  0.295
H (0.691, -2.750, -1.515)  0.342
H (2.197, -0.470, -1.488)  0.341
H (-1.556, -1.421, -1.044)  0.303
H (0.655, 0.031, -1.650)  0.385

The calculation puts the lowest unoccupied orbital energy at -0.139 hartree. Its charge is +1. As for the energy above the lowest of the compared OMol25 structures with the same formula, charge and spin: 259.1 kJ/mol. The energy is -9809.063 eV. As for the frontier orbital gap: 8.750 eV. The value obtained for the highest occupied orbital energy is -0.4607 hartree.

=====

(12)
DFT (ωB97M-V/def2-TZVPD) results for the ion C5H10N3 with charge +1 at a distorted geometry.

Each line ends with the Mulliken charge.
Cartesian coordinates (Å):
N (1.049, 0.843, 0.275)  1.049
N (-0.236, 0.743, 0.621)  -0.449
N (2.153, 0.375, -0.033)  -0.537
C (-2.294, 0.671, -0.513)  -0.835
C (0.315, 1.992, 0.135)  -0.278
C (2.500, -0.985, -0.113)  -0.626
C (-1.288, -1.417, 0.343)  -1.082
C (-1.392, -0.002, 0.144)  0.796
H (-0.333, -1.739, 1.010)  0.233
H (-2.444, 1.788, -0.686)  0.254
H (2.523, -1.302, -1.164)  0.335
H (-2.143, -1.719, 0.859)  0.396
H (0.101, 2.329, -0.903)  0.342
H (-1.205, -1.890, -0.592)  0.319
H (-3.281, 0.140, -0.853)  0.251
H (3.618, -0.977, 0.288)  0.296
H (0.348, 2.985, 0.761)  0.244
H (2.009, -1.834, 0.420)  0.292

The calculation puts the lowest unoccupied orbital energy at -0.189 hartree. Its charge is +1. As for the energy above the lowest of the compared OMol25 structures with the same formula, charge and spin: 705.7 kJ/mol. The energy is -9804.434 eV. As for the frontier orbital gap: 8.736 eV. The value obtained for the highest occupied orbital energy is -0.5100 hartree.